Record 1
ORCA calculation (ωB97M-V/def2-TZVPD) on C6HAuO6 as an isolated structure.

Each line ends with the Mulliken spin population.
Element x y z (Å)
O 1.293 0.750 5.363  0.000
C 1.420 0.620 4.226  0.001
Au -0.594 -0.228 -0.271  0.359
C -0.756 -0.492 -3.092  0.010
O -0.897 -0.560 -4.211  -0.002
C 1.558 0.563 -0.838  0.162
O 2.016 0.231 -1.936  0.879
C -0.577 -2.276 0.113  0.033
O -0.298 -3.342 0.416  0.007
C 0.430 1.541 -0.598  0.103
O 0.346 2.731 -0.574  0.286
H 1.939 0.272 0.185  0.061
O -3.478 0.205 0.785  -0.004
C -2.401 -0.014 0.432  0.105

Calculated values
Energy relative to the best compared isomer or geometry (same formula, charge and spin) ... 0.0 kJ/mol
2S+1 ... 3
HOMO-LUMO gap (spin up / spin down) ... 0.3082 / 0.1717 hartree
M ... 366.035 g/mol
Net charge ... +2
Electronic energy ... -815.430760 a.u.

Record 2
ORCA calculation (ωB97M-V/def2-TZVPD) on one molecule with the formula C3H5ClN2O2S2.

Each line ends with the Löwdin charge.
Element x y z (Å)
C -2.182 -0.246 0.463  -1.262
C -0.512 1.625 0.828  -0.444
C 1.730 -1.570 -0.685  -0.076
N -1.075 -0.786 0.897  0.014
N 0.135 0.334 0.814  -0.219
O 1.929 1.204 -0.603  -0.316
O 0.003 0.247 -1.780  -0.301
S -2.316 1.476 0.319  0.902
S 0.960 0.158 -0.733  0.617
Cl -3.421 -1.232 0.128  0.776
H -0.857 1.947 1.842  0.078
H 0.091 2.285 0.271  0.060
H 2.518 -1.627 -1.443  0.074
H 2.148 -1.708 0.358  0.087
H 0.848 -2.108 -0.676  0.008

Calculated values
Energy relative to the best compared isomer or geometry (same formula, charge and spin) ... 39.4 kJ/mol
HOMO-LUMO gap ... 0.3515 hartree
M ... 200.672 g/mol
Electronic energy ... -1633.757635 a.u.
Structure (SMILES) ... CS(=O)(=O)N1CSC(Cl)=N1

Record 3
ORCA calculation (ωB97M-V/def2-TZVPD) on a 10-piece molecular cluster, C47H106Br2N6O21 overall.

Each line ends with the Mulliken spin population.
Element x y z (Å)
C 30.429 -32.671 -0.194  0.005
O 29.780 -32.595 -1.436  0.001
C 28.418 -32.703 -1.502  0.000
C 27.728 -31.368 -1.464  0.035
N 27.861 -30.795 -0.130  0.717
C 26.767 -30.056 0.358  0.116
C 26.963 -29.899 1.909  -0.001
O 25.682 -30.256 2.433  0.013
C 25.300 -29.556 3.596  0.000
H 31.503 -32.564 -0.343  0.000
H 29.972 -33.404 0.470  0.000
H 30.225 -31.771 0.387  -0.001
H 27.926 -33.407 -0.831  0.002
H 28.201 -33.064 -2.507  0.003
H 26.740 -31.725 -1.754  0.028
H 28.077 -30.741 -2.284  0.027
H 28.060 -31.421 0.637  -0.030
H 25.742 -30.402 0.222  0.046
H 26.747 -29.040 -0.035  0.031
H 27.279 -28.873 2.098  0.004
H 27.691 -30.591 2.330  -0.002
H 25.942 -29.769 4.451  0.002
H 24.263 -29.814 3.811  0.000
H 25.449 -28.478 3.544  0.000
C 32.143 -23.961 -1.384  0.000
O 32.794 -24.042 -0.103  0.000
C 32.309 -23.302 0.966  0.000
C 30.745 -23.436 1.315  0.000
N 30.218 -22.835 2.543  0.000
C 30.972 -23.047 3.768  0.000
C 30.254 -22.486 4.956  0.000
O 29.159 -23.367 5.277  0.000
C 28.667 -22.913 6.569  0.000
H 31.175 -24.459 -1.356  0.000
H 32.692 -24.562 -2.109  0.000
H 31.854 -23.036 -1.883  0.000
H 32.460 -22.258 0.695  0.000
H 32.889 -23.352 1.887  0.000
H 30.419 -24.465 1.165  0.000
H 30.317 -23.091 0.374  0.000
H 29.250 -23.007 2.770  0.000
H 31.948 -22.568 3.847  0.000
H 31.078 -24.107 3.997  0.000
H 29.861 -21.490 4.750  0.000
H 30.852 -22.421 5.865  0.000
H 27.701 -23.354 6.813  0.000
H 28.398 -21.862 6.465  0.000
H 29.425 -22.934 7.352  0.000
C 28.324 -28.919 -6.893  0.000
O 27.409 -29.262 -7.850  0.000
C 26.261 -28.452 -8.068  0.000
C 25.544 -28.053 -6.762  0.000
N 26.021 -26.835 -6.092  0.000
C 25.189 -26.430 -4.976  0.000
C 25.846 -25.367 -4.039  0.000
O 25.180 -25.545 -2.813  0.000
C 25.629 -26.539 -1.826  0.002
H 29.277 -29.447 -6.926  0.000
H 27.923 -28.820 -5.885  0.000
H 28.603 -27.872 -7.012  0.000
H 25.688 -28.936 -8.859  0.000
H 26.590 -27.487 -8.451  0.000
H 25.520 -28.887 -6.060  0.000
H 24.559 -27.720 -7.089  0.000
H 26.041 -26.050 -6.727  0.000
H 24.977 -27.259 -4.300  0.000
H 24.325 -26.099 -5.553  0.000
H 25.424 -24.444 -4.438  0.000
H 26.927 -25.504 -4.064  0.000
H 26.366 -26.291 -1.062  0.000
H 26.037 -27.400 -2.357  0.000
H 24.825 -26.983 -1.239  -0.002
C 31.121 -19.167 7.431  0.000
O 29.948 -18.998 6.568  0.000
C 28.713 -18.702 7.091  0.000
C 27.612 -18.613 5.952  0.000
N 26.399 -17.948 6.421  0.000
C 25.717 -18.488 7.606  0.000
C 25.379 -19.965 7.589  0.000
O 24.530 -20.422 6.511  0.000
C 24.198 -21.831 6.837  0.000
H 31.227 -18.363 8.160  0.000
H 31.904 -19.117 6.674  0.000
H 31.158 -20.147 7.906  0.000
H 28.749 -17.824 7.737  0.000
H 28.457 -19.599 7.655  0.000
H 27.369 -19.635 5.662  0.000
H 28.040 -18.221 5.030  0.000
H 25.740 -18.018 5.658  0.000
H 24.732 -18.023 7.640  0.000
H 26.414 -18.267 8.415  0.000
H 25.068 -20.327 8.569  0.000
H 26.360 -20.438 7.535  0.000
H 23.729 -21.952 7.813  0.000
H 25.123 -22.394 6.959  0.000
H 23.638 -22.455 6.140  0.000
C 23.640 -25.617 13.650  0.000
O 22.760 -26.422 14.482  0.000
C 22.860 -26.055 15.828  0.000
C 24.046 -26.585 16.642  0.000
N 23.618 -27.814 17.355  0.000
C 24.694 -28.315 18.217  0.000
C 25.102 -29.815 18.098  0.000
O 24.747 -30.179 16.802  0.000
C 25.718 -29.951 15.831  0.000
H 23.273 -24.591 13.680  0.000
H 23.882 -26.107 12.707  0.000
H 24.664 -25.513 14.007  0.000
H 21.922 -26.347 16.299  0.000
H 22.868 -24.968 15.906  0.000
H 24.141 -25.786 17.377  0.000
H 25.024 -26.646 16.164  0.000
H 23.367 -28.425 16.592  0.000
H 24.587 -28.112 19.282  0.000
H 25.659 -27.845 18.026  0.000
H 24.453 -30.286 18.836  0.000
H 26.145 -30.008 18.349  0.000
H 25.213 -30.280 14.923  0.000
H 26.652 -30.513 15.866  0.000
H 26.044 -28.911 15.815  0.000
C 24.523 -26.025 9.440  0.000
O 25.197 -25.906 8.209  0.000
C 24.360 -25.878 7.099  0.000
C 25.111 -25.661 5.774  0.000
N 24.134 -25.196 4.807  0.000
C 23.177 -26.276 4.391  0.000
C 23.077 -26.520 2.857  0.000
O 22.601 -25.411 2.109  0.000
C 22.584 -25.575 0.763  0.000
H 23.933 -25.134 9.655  0.000
H 25.302 -26.029 10.202  0.000
H 23.766 -26.809 9.412  0.000
H 23.684 -25.024 7.112  0.000
H 23.943 -26.879 7.210  0.000
H 25.711 -26.555 5.604  0.000
H 25.837 -24.848 5.783  0.000
H 24.567 -24.867 3.955  0.000
H 22.270 -26.069 4.960  0.000
H 23.301 -27.256 4.851  0.000
H 22.374 -27.329 2.659  0.000
H 24.087 -26.816 2.575  0.000
H 22.493 -24.616 0.253  0.000
H 21.725 -26.172 0.457  0.000
H 23.264 -26.259 0.254  0.000
Br 19.091 -27.326 0.058  0.000
C 17.598 -26.851 1.324  0.000
C 18.198 -26.849 2.712  0.000
Br 16.734 -26.513 3.994  0.000
H 16.999 -27.760 1.274  0.000
H 17.133 -25.926 0.983  0.000
H 19.027 -26.143 2.760  0.000
H 18.623 -27.850 2.785  0.000
C 26.762 -29.085 8.710  0.000
C 28.230 -28.731 9.050  0.000
O 28.953 -28.744 7.837  0.000
C 28.181 -29.256 6.847  0.000
O 28.559 -29.582 5.711  0.000
O 26.849 -29.371 7.287  0.000
H 25.999 -28.312 8.792  0.000
H 26.353 -29.960 9.215  0.000
H 28.544 -29.340 9.898  0.000
H 28.066 -27.722 9.430  0.000
C 19.338 -24.495 5.681  0.000
C 19.327 -23.229 6.493  0.000
O 19.486 -22.167 5.598  0.000
C 19.738 -22.675 4.275  0.000
O 19.674 -22.030 3.242  0.000
O 19.898 -24.025 4.407  0.000
H 18.384 -25.014 5.592  0.000
H 19.959 -25.285 6.103  0.000
H 20.195 -23.219 7.152  0.000
H 18.462 -23.157 7.152  0.000
C 21.782 -27.658 -2.158  0.000
C 21.947 -27.976 -3.650  0.000
O 22.800 -29.114 -3.614  0.000
C 23.268 -29.323 -2.324  0.001
O 24.205 -30.075 -2.121  0.003
O 22.763 -28.450 -1.556  -0.002
H 20.768 -27.838 -1.801  0.000
H 22.066 -26.615 -2.016  0.000
H 22.276 -27.060 -4.141  0.000
H 20.965 -28.270 -4.018  0.000

Calculated values
2S+1 ... 2
HOMO-LUMO gap (spin up / spin down) ... 0.2824 / 0.0888 hartree
M ... 1251.194 g/mol
Net charge ... +1
Electronic energy ... -8910.094522 a.u.

Record 4
ORCA calculation (ωB97M-V/def2-TZVPD) on one molecule with the formula C13H14N2O2S.

Each line ends with the Löwdin charge.
Element x y z (Å)
C -2.727 -3.311 -0.106  -0.011
C -3.128 -1.863 -0.088  -0.573
O -4.265 -1.476 -0.341  -0.091
N -2.116 -1.009 0.217  0.107
C -2.454 0.249 0.218  -0.531
N -1.604 1.246 0.508  -0.086
C -2.159 2.498 0.421  -0.158
C -3.458 2.483 0.093  -0.357
S -4.052 0.855 -0.141  1.126
H -4.107 3.325 -0.026  0.060
H -1.531 3.349 0.606  0.126
C -0.211 0.985 0.761  -0.068
H -0.134 0.025 1.275  0.131
H 0.196 1.787 1.380  0.144
C 0.587 0.921 -0.554  -0.324
C 1.946 0.315 -0.284  -0.189
C 3.050 1.121 -0.048  -0.033
C 4.284 0.551 0.216  -0.080
C 4.419 -0.826 0.252  -0.091
C 3.316 -1.634 0.025  -0.079
C 2.084 -1.066 -0.243  -0.035
H 1.220 -1.690 -0.420  0.115
H 3.418 -2.708 0.054  0.103
H 5.381 -1.270 0.458  0.101
H 5.140 1.184 0.396  0.103
H 2.939 2.195 -0.071  0.114
O 0.646 2.237 -1.062  -0.018
H 1.150 2.232 -1.883  0.107
H 0.033 0.268 -1.249  0.153
H -3.612 -3.940 -0.094  0.078
H -2.091 -3.526 0.747  0.076
H -2.160 -3.507 -1.014  0.081

Calculated values
Energy relative to the best compared isomer or geometry (same formula, charge and spin) ... 92.9 kJ/mol
HOMO-LUMO gap ... 0.3268 hartree
M ... 262.334 g/mol
Electronic energy ... -1161.976317 a.u.
Structure (SMILES) ... CC(=O)/N=c1\sccn1C[C@@H](O)c1ccccc1